(1)
The following is a DFT calculation (ωB97M-V/def2-TZVPD) of a single C9H19B molecule.

```
29
Properties=species:S:1:pos:R:3:mulliken_charge:R:1
B 0.79084 -0.41438 0.74968 0.473
C 0.22199 -0.35599 -0.59760 0.531
C -0.27779 -0.17674 -1.77817 0.526
C 0.72281 -1.98815 1.39565 -1.420
C 2.43715 0.02058 0.81053 -1.283
C -1.37168 0.73345 -2.21626 -1.327
C 0.22307 -1.14329 -2.81701 -1.685
C -0.22101 2.15988 0.92408 -1.432
C -1.79523 0.14198 1.48138 -1.148
C -0.24386 0.70668 1.43716 0.250
H 1.15892 -2.77733 0.79941 0.343
H -0.32953 -2.33460 1.44784 0.306
H 1.12906 -2.05261 2.30396 0.507
H 3.22424 -0.69148 0.36690 0.225
H 2.49514 0.00144 1.86468 0.405
H 2.58150 1.04984 0.52507 0.346
H -2.18309 0.59265 -1.57551 0.430
H -1.07513 1.72329 -2.16187 0.289
H -1.55744 0.31175 -3.26963 0.372
H 0.63264 -0.62763 -3.58391 0.476
H -0.68516 -1.85651 -2.98766 0.349
H 1.05126 -1.77507 -2.46606 0.356
H 0.56270 2.76671 1.44607 0.324
H -1.14213 2.54443 1.31036 0.454
H -0.11326 2.46830 -0.12165 0.233
H -2.05095 0.48282 0.42888 0.255
H -2.42220 0.74526 2.16125 0.389
H -1.94316 -0.94115 1.63137 0.203
H 0.18030 0.68589 2.49105 0.256
```

Calculated values
Highest occupied orbital energy = -0.3150 Ha
Energy above the lowest of the compared OMol25 structures with the same formula, charge and spin = 196.4 kJ/mol
Gap between HOMO and LUMO = 0.3072 hartree

---

(2)
The following is a DFT calculation (ωB97M-V/def2-TZVPD) of 2 unconnected molecules or ions with the total composition C9H19B3O8.

```
39
Properties=species:S:1:pos:R:3:mulliken_charge:R:1
C 0.85972 2.96085 1.40137 -1.159
C 0.98124 1.80601 0.40060 -0.329
B 0.11758 0.54858 0.70918 0.271
O 0.31441 -0.66091 0.02944 -0.059
B -0.85206 -1.18605 -0.48390 0.490
O -1.97299 -1.17000 0.31640 -0.432
B -2.11364 -0.07333 1.17250 0.638
O -3.32408 0.36265 1.57847 -0.688
C -4.39464 0.51945 0.65120 -0.561
C -4.18022 1.74862 -0.22507 0.601
C -4.05868 3.03307 0.58286 -1.282
O -5.30644 1.85329 -1.09661 -0.575
O -0.95840 0.58010 1.57765 -0.357
H 0.75568 2.59665 2.42387 0.268
H 1.73800 3.60626 1.36830 0.390
H -0.00827 3.58593 1.18831 0.266
H 0.64910 2.13589 -0.59415 0.339
H 2.02248 1.50551 0.24862 0.295
H -0.91623 -1.56667 -1.61012 -0.133
H -4.49720 -0.37140 0.02598 0.263
H -5.31250 0.64018 1.22672 0.277
H -3.27201 1.59994 -0.82593 0.160
H -5.03298 3.52239 0.60965 0.394
H -3.34220 3.72678 0.14315 0.291
H -3.73554 2.81978 1.60168 0.301
H -5.09977 1.45888 -1.94292 0.350
C 3.20047 -4.24995 -1.03474 -1.415
C 4.11275 -3.15754 -0.54328 0.524
C 3.43259 -1.84483 -0.19977 -0.240
O 4.44807 -0.88254 -0.50235 -0.342
C 5.27837 -1.41961 -1.42946 0.611
O 6.11342 -0.81790 -2.02030 -0.536
O 5.01529 -2.73829 -1.58426 -0.370
H 3.74734 -5.17828 -1.18937 0.360
H 2.41430 -4.43118 -0.29990 0.364
H 2.74091 -3.95586 -1.97860 0.351
H 4.72553 -3.50147 0.29512 0.258
H 3.14548 -1.75100 0.84416 0.274
H 2.56515 -1.65403 -0.83454 0.146
```

Calculated values
Highest occupied orbital energy = -0.3884 Ha
SMILES = CCB1OBOB(OC[C@H](C)O)O1.C[C@@H]1COC(=O)O1
Gap between HOMO and LUMO = 0.3968 hartree

---

(3)
The following is a DFT calculation (ωB97M-V/def2-TZVPD) of 2 unconnected molecules or ions with the total composition C9H19BO7PSSi.

```
39
Properties=species:S:1:pos:R:3:mulliken_charge:R:1
C 0.64752 3.51789 1.89388 -0.719
O -0.05040 2.31162 1.45260 -0.302
B 0.79634 1.42165 0.62746 0.512
O 1.48177 2.09883 -0.53001 -0.561
C 0.97144 -0.17155 0.96906 0.913
P 2.07713 -1.31129 -0.08309 0.144
S 3.44975 -0.46203 -1.13921 -0.366
O 1.72584 -0.14861 2.26835 -0.356
C 0.82493 -0.75688 3.27692 0.549
O 0.97927 -0.33870 4.53688 -0.566
O -0.13129 -1.70289 2.65950 -0.292
C -0.30316 -1.13141 1.29036 -0.430
Si -2.11802 -0.59600 1.08954 0.564
C -2.52489 0.48074 -0.44929 -0.893
C -3.35473 -2.12062 1.08263 -1.082
C -2.65140 0.44842 2.66520 -0.962
H 1.75807 3.62663 1.55325 0.291
H -0.03916 4.44701 1.59356 0.230
H 0.65229 3.52428 3.08097 0.239
H 0.86810 2.77870 -0.93992 0.299
H 1.29729 -2.19351 -0.95557 0.107
H 2.76792 -2.20520 0.85746 0.081
H -0.24849 -2.08504 0.57319 0.167
H -2.01092 -0.03893 -1.38376 0.309
H -2.04812 1.56259 -0.33353 0.189
H -3.68713 0.59634 -0.56481 0.321
H -3.91789 -2.25778 2.10059 0.293
H -2.69711 -3.06241 0.81595 0.273
H -4.14328 -1.93137 0.22224 0.257
H -2.49609 1.60881 2.50689 0.191
H -3.77662 0.24524 2.94220 0.319
H -1.99600 0.07152 3.56192 0.272
C 3.05188 -0.48474 -5.35906 -0.656
C 1.87710 -1.44242 -5.26111 0.459
O 1.28659 -1.45932 -4.14543 -0.633
O 1.64168 -2.10097 -6.31265 -0.764
H 3.20501 0.05497 -4.41955 0.149
H 3.96528 -1.04021 -5.59152 0.206
H 2.86950 0.24665 -6.15210 0.246
```

Calculated values
Net charge = -1
Highest occupied orbital energy = -0.1438 Ha
Gap between HOMO and LUMO = 0.2135 hartree

---

(4)
The following is a DFT calculation (ωB97M-V/def2-TZVPD) of 5 unconnected molecules or ions with the total composition C9H19Br8NO2.

```
39
Properties=species:S:1:pos:R:3:mulliken_charge:R:1
Br -4.97160 2.83957 3.35855 -0.181
C -3.66332 1.75329 4.34680 -0.643
C -2.48516 1.51594 3.44663 -0.474
Br -1.18261 0.34272 4.37111 -0.157
H -4.24517 0.87698 4.61814 0.404
H -3.43441 2.25729 5.28106 0.391
H -1.96095 2.44110 3.24080 0.302
H -2.75745 1.02682 2.51732 0.368
Br -0.03596 2.87855 1.13177 -0.134
C 1.58132 1.91331 1.62808 -0.463
C 2.28766 1.56329 0.34272 -0.630
Br 4.02591 0.72259 0.71204 -0.157
H 1.33779 1.07776 2.28465 0.265
H 2.21077 2.56327 2.23331 0.474
H 2.39296 2.49916 -0.20419 0.489
H 1.77157 0.86148 -0.30395 0.184
Br 1.24963 -4.64247 -1.34789 -0.139
C 2.04287 -4.24543 -3.07570 -0.574
C 2.99918 -3.06989 -2.93474 -0.499
Br 3.59109 -2.57026 -4.71842 -0.143
H 1.20726 -3.89467 -3.67499 0.366
H 2.51044 -5.12392 -3.50410 0.382
H 3.86540 -3.32507 -2.33264 0.381
H 2.44767 -2.24648 -2.49063 0.254
Br 0.90780 -2.21034 2.61768 -0.151
C 0.22958 -1.82797 0.81545 -0.357
C -1.03253 -1.02495 1.01635 -0.042
Br -2.05407 -1.01273 -0.64138 -0.177
H -0.02811 -2.74714 0.29689 0.245
H 1.01898 -1.29965 0.29097 0.238
H -0.78921 -0.04283 1.41379 -0.237
H -1.71725 -1.53186 1.68735 0.435
C -1.31705 1.35285 -3.28754 -0.392
N -0.73133 2.69428 -3.05838 0.874
O -0.14664 2.88461 -2.00677 -0.484
O -0.90331 3.53230 -3.91478 -0.545
H -0.86733 1.10909 -4.25329 0.308
H -2.39347 1.43045 -3.38176 0.299
H -0.96092 0.67898 -2.52029 -0.080
```

Calculated values
Highest occupied orbital energy = -0.3739 Ha
SMILES = C[N+](=O)[O-].BrCCBr.BrCCBr.BrCCBr.BrCCBr
Energy above the lowest of the compared OMol25 structures with the same formula, charge and spin = 45.2 kJ/mol
Gap between HOMO and LUMO = 0.3787 hartree

---

(5)
The following is a DFT calculation (ωB97M-V/def2-TZVPD) of a molecular structure, C9H19ErGaNOS2.

```
34
Properties=species:S:1:pos:R:3:lowdin_spin:R:1
C 2.69480 -1.91905 1.41516 0.051
Ga 3.10208 -1.46570 -0.53455 0.237
C 1.79463 -0.05538 -1.21551 0.259
C 2.18262 1.25567 -0.55211 0.066
C 1.81538 1.33552 0.94021 0.000
S 0.13588 2.04443 1.32814 -0.006
C -0.99691 1.91615 -0.16124 -0.001
S -1.03284 3.19970 -1.12938 -0.001
N -1.56896 0.70289 -0.25779 0.001
C -2.39893 0.53551 -1.47468 0.000
C -2.79128 -0.92057 -1.57789 0.000
O -3.65659 -1.26851 -0.51992 0.000
C -3.00624 -1.14885 0.72031 0.000
C -2.29059 0.19729 0.93976 0.000
H 3.18036 -1.18097 2.06128 -0.001
H 1.60808 -1.89842 1.55228 0.001
H 3.10388 -2.91275 1.60664 0.013
H 4.64652 -1.13100 -0.68347 0.031
H 2.72562 -2.79154 -1.49183 0.305
H 0.74968 -0.31138 -1.06646 0.003
H 1.96928 -0.00198 -2.29522 0.005
H 1.77189 2.11103 -1.10957 0.020
H 3.27334 1.39535 -0.58213 0.007
H 2.49403 2.01586 1.46292 0.000
H 1.85373 0.34982 1.40853 -0.001
H -1.83049 0.85010 -2.35280 0.000
H -3.29156 1.16950 -1.38077 0.000
H -3.31098 -1.11038 -2.51891 0.000
H -1.88896 -1.55542 -1.53983 0.000
H -3.78786 -1.22074 1.48177 0.000
H -2.29845 -1.97866 0.87614 0.000
H -1.55754 0.03188 1.73640 0.000
H -3.01642 0.95561 1.26124 0.000
Er -0.37719 2.80500 3.65328 2.011
```

Calculated values
Net charge = +2
<S²> = 3.77
Highest occupied orbital energy (spin up / spin down) = -0.5270 / -0.5183 Ha
Gap between HOMO and LUMO (spin up / spin down) = 0.1773 / 0.1717 hartree
2S+1 = 4

---

(6)
The following is a DFT calculation (ωB97M-V/def2-TZVPD) of 2 unconnected molecules or ions with the total composition C9H19F2NO11PS2.

```
45
Properties=species:S:1:pos:R:3:mulliken_charge:R:1
C 1.04093 -3.32487 1.55660 -0.359
O 1.67641 -3.16807 0.21559 -0.364
C 0.61564 -2.95263 -0.81344 -0.497
C -0.07921 -1.46431 -0.72514 -0.104
C 1.00698 -0.22960 -0.94648 -0.460
C 1.71035 0.28017 0.46124 -0.299
C 1.22768 1.86022 0.71036 -0.476
C 1.87524 2.53527 2.05507 -0.548
C 0.78993 3.06954 3.16224 -0.345
O -0.39254 3.74279 2.60586 -0.256
C -1.59650 2.90231 2.64720 0.522
O -2.41013 2.95373 1.56120 -0.458
O -2.04899 2.05390 3.75902 -0.273
P -1.91045 0.35292 3.33284 1.065
O -0.38486 -0.15791 3.30010 -0.579
O -2.69444 -0.06134 1.82251 -0.455
O -2.71227 -0.59674 4.59285 -0.538
H 0.25748 -4.20240 1.58918 0.259
H 0.57531 -2.30189 1.95713 0.032
H 1.90071 -3.59659 2.32809 0.226
H -0.23127 -3.77974 -0.76594 0.270
H 1.15585 -3.03713 -1.86628 0.277
H -0.87696 -1.38713 -1.60968 0.340
H -0.70951 -1.29409 0.27392 -0.109
H 1.82553 -0.52085 -1.76108 0.235
H 0.39875 0.68112 -1.42053 0.278
H 2.88347 0.35564 0.26736 0.252
H 1.43508 -0.38200 1.38593 0.027
H 1.62294 2.44338 -0.25260 0.294
H 0.05994 1.88956 0.64536 0.266
H 2.48832 3.49151 1.68789 0.300
H 2.69894 1.83366 2.55912 0.318
H 1.36178 3.89413 3.80942 0.309
H 0.54966 2.19833 3.92064 0.168
H -3.14172 -0.94421 2.00635 0.322
H -1.97895 -0.91473 5.21109 0.344
N -1.20683 0.63643 -5.37882 -0.320
S -1.90266 -0.56945 -6.10554 1.097
O -2.30541 -1.70715 -5.28571 -0.591
O -1.47478 -0.88055 -7.46432 -0.606
F -3.33300 0.08947 -6.40197 -0.278
S 0.23645 0.25702 -4.88424 1.073
O 0.80144 1.20896 -3.92868 -0.626
O 1.19296 -0.24262 -5.86465 -0.575
F 0.00272 -1.01407 -3.94902 -0.158
```

Calculated values
Net charge = -1
Highest occupied orbital energy = -0.2486 Ha
Gap between HOMO and LUMO = 0.2789 hartree

---

(7)
The following is a DFT calculation (ωB97M-V/def2-TZVPD) of a molecular structure, C9H19F6NO14S6Zr.

```
56
Properties=species:S:1:pos:R:3:lowdin_spin:R:1
Zr 0.39630 -0.74918 0.79736 -0.002
S 0.88168 -3.27406 -1.39213 -0.034
O 0.00609 -3.47972 -2.49153 0.200
O 2.19601 -2.94625 -1.80748 0.374
O 0.39084 -2.21423 -0.57982 -0.014
O 1.01689 -4.44494 -0.53146 0.476
O -0.80296 1.35724 -2.48526 0.000
C -0.40005 0.70883 -1.43197 0.000
O -1.08622 0.36563 -0.43467 0.000
O 0.82025 0.30387 -1.26690 0.000
H 0.05223 1.36752 -2.92131 0.000
C -1.69500 2.83580 1.85108 0.000
F -1.94184 2.88328 0.59591 0.000
F -0.49591 3.11800 2.19709 0.000
F -2.57437 3.74710 2.47386 0.000
S -2.04649 0.99415 2.59047 0.000
O -2.71792 1.10426 3.92395 0.000
O -3.02714 0.41636 1.65615 0.000
N -0.41095 0.09892 2.50274 0.000
S -0.03545 0.55742 3.98764 0.000
O 1.37402 0.35256 4.17809 0.000
O -0.21926 1.95391 4.40635 0.000
C -0.97214 -0.73572 5.07291 0.000
F -1.45478 -0.26722 6.20944 0.000
F -1.97433 -1.30792 4.47977 0.000
F -0.17555 -1.68691 5.49306 0.000
C 2.00529 3.85371 0.92625 0.000
S 2.65482 2.19859 1.45590 0.000
O 1.48419 1.24993 1.15219 0.000
C 3.68115 2.06344 -0.06458 0.000
H 2.78178 4.47551 0.48069 0.000
H 1.52269 4.29588 1.79786 0.000
H 1.25466 3.82290 0.13649 0.000
H 3.36728 2.72008 -0.87600 0.000
H 4.06667 1.07056 -0.29625 0.000
H 4.59917 2.61426 0.14016 0.000
C -2.93495 -3.24215 -0.68919 -0.001
S -2.39793 -3.10984 1.12495 0.000
O -1.31428 -1.99594 1.13480 0.000
C -3.98575 -2.39737 1.63770 0.000
H -2.30779 -4.04191 -1.08308 -0.001
H -2.87331 -2.27949 -1.19673 0.000
H -3.93717 -3.67002 -0.71363 0.000
H -4.77952 -3.09464 1.36970 0.000
H -4.13249 -1.56284 0.95203 0.000
H -4.15739 -2.03769 2.65223 0.000
C 1.02113 -0.89170 -4.20697 0.002
S 1.42094 0.59637 -5.27468 0.000
O 1.30471 1.63551 -4.20567 0.000
C 3.13844 0.15582 -5.29646 0.000
H 1.69378 -0.89236 -3.34929 0.000
H 1.19521 -1.75347 -4.85130 0.000
H 0.00322 -1.13972 -3.90623 0.000
H 3.36254 -0.88663 -5.52272 0.000
H 3.59671 0.48184 -4.36276 0.000
H 3.56225 0.70268 -6.13876 0.000
```

Calculated values
Net charge = +1
<S²> = 0.76
Highest occupied orbital energy (spin up / spin down) = -0.4425 / -0.4424 Ha
Gap between HOMO and LUMO (spin up / spin down) = 0.2600 / 0.1948 hartree
2S+1 = 2

---

(8)
The following is a DFT calculation (ωB97M-V/def2-TZVPD) of 2 unconnected molecules or ions with the total composition C9H19I2N2O3.

```
35
Properties=species:S:1:pos:R:3:mulliken_charge:R:1
C -0.41358 -1.46732 -2.54063 -0.898
C 0.01315 -0.00282 -2.17269 -0.042
I 1.96928 0.41440 -3.07160 -0.049
C -0.99120 1.13022 -2.70522 -0.420
I -0.15654 1.95520 -4.57917 -0.078
N -2.32661 0.63734 -3.00409 -0.223
C -3.04852 0.21727 -1.77113 -0.169
C -4.19484 -0.80512 -2.20694 0.396
O -4.21244 -1.25978 -3.36162 -0.681
O -5.09840 -1.10802 -1.35242 -0.787
H 0.46566 -2.07354 -2.87770 0.339
H -0.77855 -1.95558 -1.60008 0.289
H -1.17447 -1.53787 -3.34914 0.242
H 0.06956 0.09538 -1.06221 0.029
H -0.99877 2.00361 -1.99718 0.472
H -2.84435 1.45454 -3.34100 0.301
H -3.56413 1.08613 -1.27897 0.370
H -2.36951 -0.31161 -1.05431 -0.082
C 2.52982 -0.69680 3.74613 -1.402
C 2.85459 0.31297 2.64893 0.341
C 1.68991 1.26992 2.32777 -0.755
O 0.64728 0.69256 1.55679 -0.264
C -0.27973 -0.08124 2.30124 -0.734
N 3.30441 -0.40978 1.45514 -0.723
H 1.89853 -1.51169 3.39120 0.275
H 3.44853 -1.14981 4.12521 0.357
H 2.02574 -0.21465 4.58772 0.341
H 3.68755 0.92522 3.01065 0.398
H 2.08605 2.08620 1.71637 0.329
H 1.28570 1.73159 3.23822 0.393
H -0.44464 0.32703 3.30242 0.373
H 0.05430 -1.11870 2.36347 0.247
H -1.22947 -0.07509 1.76399 0.226
H 3.61640 0.26747 0.76276 0.279
H 2.47928 -0.82763 1.02810 0.309
```

Calculated values
Net charge = -1
Highest occupied orbital energy = -0.1496 Ha
Gap between HOMO and LUMO = 0.2271 hartree

---

| no. | maximum force (eV/Å) |
| --- | --- |
| 1 | 5.0 |
| 2 | 1.1 |
| 3 | 9.2 |
| 4 | 1.3 |
| 5 | 1.9 |
| 6 | 9.3 |
| 7 | 6.6 |
| 8 | 3.0 |